Computed, not measured: a molecular structure, C62H66CrN3O5, with ωB97M-V/def2-TZVPD.

Geometry as XYZ:
```
137
C62H66CrN3O5 | the Open Molecules 2025 dataset | ωB97M-V/def2-TZVPD
C -2.9469 4.2723 0.1659
C -1.9998 5.4623 0.0735
C -2.7639 6.6623 -0.5052
C -1.5162 5.9423 1.4409
C -0.8024 5.0292 -0.8314
C -0.7769 5.5762 -2.1147
C 0.4326 5.7322 -2.7750
C 1.5631 5.1817 -2.1942
C 1.4712 4.2305 -1.1696
C 2.7763 3.4097 -0.9439
C 2.5278 2.0294 -0.3624
C 3.7311 4.2394 -0.0758
C 3.4883 3.1417 -2.2786
C 0.2605 4.1548 -0.4346
N 0.1271 3.2810 0.7363
C 0.8636 3.5820 1.9873
C 0.6013 2.3912 2.8624
N -0.4439 1.6269 2.1530
C -1.1625 0.5955 2.8769
C -2.1205 0.9194 3.9031
C -2.5154 2.3212 4.4575
C -3.9911 2.3537 4.9099
C -2.4215 3.4261 3.4286
C -1.6678 2.5959 5.7094
C -2.7728 -0.1108 4.5766
C -2.7184 -1.4239 4.1297
C -1.7349 -1.7412 3.2134
C -0.8697 -0.7751 2.6761
C 0.3477 -1.4434 1.9859
C -0.2761 -2.4328 1.0039
C 1.1922 -2.1491 3.0573
C 1.2915 -0.5826 1.1794
C -0.4841 2.0283 0.8230
C -0.8100 1.2607 -0.3308
C -1.9880 0.4726 -0.4310
C -3.0184 0.5088 0.5687
C -3.9071 -0.5416 0.6894
C -3.8078 -1.5904 -0.2510
N -3.9326 -2.9247 0.2157
O -3.5991 -3.8705 -0.5345
O -4.3127 -3.0935 1.3950
C -3.1391 -1.3913 -1.4801
C -2.1524 -0.4346 -1.5293
H -2.3985 3.3652 0.4515
H -3.7536 4.4620 0.8856
H -3.3905 4.0797 -0.8206
H -2.0809 7.4935 -0.7123
H -3.3066 6.4043 -1.4175
H -3.4987 7.0200 0.2262
H -0.8186 6.7852 1.3187
H -2.3649 6.2742 2.0591
H -0.9992 5.1494 1.9752
H -1.6892 5.9557 -2.5763
H 0.4920 6.2904 -3.7077
H 2.5354 5.4416 -2.6075
H 1.8692 1.4451 -1.0146
H 3.4765 1.4828 -0.2654
H 2.0883 2.0589 0.6316
H 4.0416 5.1383 -0.6221
H 3.2770 4.5731 0.8627
H 4.6291 3.6576 0.1656
H 3.8839 4.0528 -2.7344
H 4.3407 2.4732 -2.1120
H 2.8162 2.6527 -2.9922
H 1.9273 3.7157 1.7535
H 0.5235 4.5216 2.4517
H 1.5034 1.7664 2.9463
H 0.2804 2.6694 3.8729
H -4.1794 1.7632 5.8146
H -4.2756 3.3887 5.1480
H -4.6542 1.9982 4.1100
H -1.4284 3.5007 2.9979
H -3.1345 3.2505 2.6144
H -2.6622 4.3962 3.8891
H -0.5922 2.5894 5.5010
H -1.9322 3.5711 6.1411
H -1.8626 1.8192 6.4632
H -3.3839 0.0925 5.4573
H -3.3850 -2.1913 4.5191
H -1.6311 -2.7954 2.9541
H -1.1017 -1.9530 0.4455
H 0.4578 -2.7512 0.2730
H -0.6601 -3.3471 1.4806
H 1.6054 -1.3960 3.7421
H 0.6025 -2.8597 3.6470
H 2.0341 -2.6862 2.6010
H 1.8357 0.1397 1.7929
H 2.0410 -1.2174 0.6829
H 0.7570 -0.0759 0.3752
H -0.1967 1.3768 -1.2264
H -3.0724 1.3389 1.2784
H -4.6311 -0.6257 1.4958
H -3.4157 -2.0054 -2.3286
H -1.4461 -0.3850 -2.3606
O 4.0242 -9.1597 -2.7285
C 3.5857 -8.3986 -1.9663
Cr 3.1463 -6.8960 -0.8569
C 3.3868 -5.9351 -2.4622
O 3.6760 -5.4223 -3.4690
C 5.0539 -6.7943 -0.8020
O 6.2011 -6.7897 -1.0061
C 2.4676 -7.8216 0.9904
C 1.4661 -7.9409 0.0164
C 1.0461 -6.8140 -0.6985
C 1.5053 -5.5210 -0.3560
C 1.0710 -4.3703 -1.1057
C 0.8091 -3.3892 -1.8054
C 0.5515 -2.3919 -2.7486
C 1.6544 -1.5434 -3.1611
C 2.9084 -1.7075 -2.5198
C 4.0821 -1.2769 -3.1365
C 4.0121 -0.5496 -4.3307
C 2.7678 -0.2221 -4.8846
C 1.5946 -0.6526 -4.2632
C -0.5438 -2.7623 -3.6519
C -1.6906 -3.4064 -3.1289
C -2.7362 -3.8197 -3.9565
C -2.6062 -3.6947 -5.3470
C -1.4239 -3.1779 -5.8914
C -0.4107 -2.7167 -5.0575
C 2.5814 -5.4330 0.5601
C 3.0153 -6.5626 1.2684
H 2.8298 -8.7096 1.5198
H 1.0415 -8.9188 -0.2213
H 0.3353 -6.9002 -1.5247
H 2.9548 -2.2630 -1.5804
H 5.0420 -1.5143 -2.6724
H 4.9323 -0.1967 -4.7983
H 2.7218 0.3612 -5.8080
H 0.6253 -0.3423 -4.6533
H -1.7725 -3.5508 -2.0434
H -3.6430 -4.2244 -3.4960
H -3.4411 -3.9732 -5.9891
H -1.2933 -3.1131 -6.9721
H 0.5173 -2.3552 -5.4968
H 3.0514 -4.4576 0.7193
H 3.8083 -6.4586 2.0128
```

## Properties
E, eV: -108480.7083
Multiplicity: 3
F_max, eV/Å: 3.6
Total charge: +1

Atomic partial charges in e from the Mulliken method, atoms 1 to 5: atom 1 (C): -1.754, atom 2 (C): 2.454, atom 3 (C): -2.252, atom 4 (C): -1.453, atom 5 (C): -0.163

***

Computed, not measured: a molecular structure, C62H72MnN3O7P2S2Si, with ωB97M-V/def2-TZVPD.

Geometry as XYZ:
```
150
C62H72MnN3O7P2S2Si | the Open Molecules 2025 dataset | ωB97M-V/def2-TZVPD
Mn -0.7868 0.0181 0.1806
S 0.3255 -0.1419 7.3925
C 1.9331 -0.5284 7.8104
C 2.6544 -0.9231 6.7261
C 1.8835 -0.9069 5.5339
C 0.5935 -0.5128 5.7349
C -0.4973 -0.4433 4.7493
C -0.2143 -0.4851 3.3738
N -1.1277 -0.5283 2.4306
C -2.4213 -0.4916 2.7950
C -2.8180 -0.3896 4.1273
C -4.2201 -0.3097 4.4485
C -5.1577 -0.3340 3.4820
C -4.7840 -0.4505 2.0949
C -5.7217 -0.4974 1.0517
C -5.3052 -0.6498 -0.2471
C -3.9125 -0.7093 -0.4711
N -3.0210 -0.6346 0.4865
C -3.4338 -0.5316 1.7575
C -6.2264 -0.7387 -1.3862
C -6.0390 -1.4149 -2.5568
C -7.1299 -1.2755 -3.4531
C -8.1206 -0.4940 -2.9415
S -7.7375 0.0761 -1.3811
C -1.8184 -0.3731 5.1088
H 2.2590 -0.4439 8.8331
H 3.6882 -1.2298 6.7784
H 2.2779 -1.1711 4.5634
H 0.8154 -0.4860 3.0396
H -4.5039 -0.2349 5.4904
H -6.2091 -0.2744 3.7319
H -6.7793 -0.4443 1.2837
H -3.5172 -0.8104 -1.4740
H -5.1648 -2.0159 -2.7649
H -7.1756 -1.7381 -4.4266
H -9.0560 -0.2207 -3.3997
H -2.1069 -0.3336 6.1534
C 4.4588 -2.6698 2.5347
C 3.3202 -2.3041 1.6132
C 2.0068 -2.9584 1.9752
O 3.1779 -0.8416 1.6749
P 2.8195 -0.0643 0.3436
O 1.4801 -0.3325 -0.2064
C 3.0274 1.6584 0.8063
P 1.6971 2.2330 1.8779
O 0.4018 1.6946 1.4192
O 2.1009 1.7640 3.3209
C 3.1246 2.4342 4.1350
C 2.4559 2.8839 5.4104
C 4.2676 1.4664 4.3466
O 1.7866 3.7940 1.9457
C 0.9840 4.6961 1.1110
C 0.3650 5.7111 2.0419
C 1.8954 5.3099 0.0761
O 3.9258 -0.4162 -0.7140
C 5.3603 -0.2927 -0.4655
C 6.0064 -1.5828 -0.9141
C 5.8691 0.9080 -1.2302
H 4.6707 -3.7364 2.4550
H 4.1974 -2.4492 3.5712
H 5.3647 -2.1195 2.2818
H 3.5758 -2.5657 0.5841
H 1.7494 -2.7805 3.0206
H 2.0923 -4.0368 1.8319
H 1.1983 -2.5888 1.3437
H 2.9938 2.2311 -0.1250
H 3.9924 1.8111 1.2938
H 3.4815 3.3059 3.5820
H 2.1206 2.0207 5.9865
H 1.5965 3.5152 5.1891
H 3.1593 3.4578 6.0141
H 3.9648 0.6417 4.9922
H 5.0963 1.9905 4.8241
H 4.6219 1.0523 3.4033
H 0.2038 4.0946 0.6391
H 1.1410 6.2544 2.5823
H -0.2889 5.2284 2.7679
H -0.2230 6.4276 1.4684
H 2.7202 5.8304 0.5651
H 1.3423 6.0312 -0.5252
H 2.3073 4.5588 -0.5971
H 5.5164 -0.1531 0.6102
H 5.8113 -1.7444 -1.9742
H 5.6253 -2.4387 -0.3586
H 7.0844 -1.5291 -0.7621
H 5.6929 0.7694 -2.2962
H 6.9412 1.0222 -1.0665
H 5.3779 1.8283 -0.9146
C 3.3115 1.4543 -5.3834
C 2.2745 0.8853 -6.1130
C 1.1608 0.3804 -5.4552
C 1.0423 0.4243 -4.0581
C 2.1082 0.9808 -3.3531
C 3.2283 1.4953 -4.0002
Si -0.5552 -0.1732 -3.1981
C -0.7865 -1.9344 -3.8714
C -1.8592 -2.3501 -4.6734
C -1.9693 -3.6591 -5.1314
C -0.9911 -4.5931 -4.8201
C 0.0942 -4.2023 -4.0487
C 0.1836 -2.8995 -3.5750
C -1.8991 0.8997 -4.0321
C -3.2618 0.6252 -3.8452
C -4.2660 1.4803 -4.2786
C -3.9367 2.6609 -4.9340
C -2.6015 2.9506 -5.1648
C -1.6056 2.0819 -4.7265
H 4.1750 1.8642 -5.8921
H 2.3344 0.8394 -7.1936
H 0.3614 -0.0599 -6.0414
H 2.0509 1.0074 -2.2691
H 4.0372 1.9309 -3.4243
H -2.6187 -1.6341 -4.9614
H -2.8080 -3.9449 -5.7553
H -1.0647 -5.6085 -5.1879
H 0.8724 -4.9196 -3.8169
H 1.0460 -2.6079 -2.9782
H -3.5484 -0.2965 -3.3537
H -5.3051 1.2281 -4.1021
H -4.7121 3.3375 -5.2701
H -2.3305 3.8529 -5.7000
H -0.5713 2.3400 -4.9273
C -0.1654 2.9169 -1.7603
C -1.6339 2.9345 -1.3850
O -1.9232 2.0549 -0.2705
C -3.0497 2.5044 0.4953
C -2.6316 2.8883 1.8988
H -0.0205 2.6097 -2.7908
H 0.3980 2.2242 -1.1352
H 0.2751 3.9095 -1.6434
H -2.2696 2.6481 -2.2250
H -1.9175 3.9445 -1.0743
H -3.8038 1.7173 0.4963
H -3.4935 3.3637 -0.0099
H -2.0879 2.0818 2.3913
H -3.5128 3.1315 2.4969
H -1.9761 3.7586 1.8778
N -0.7463 -1.9374 -0.5206
C -0.7284 -3.0936 -0.5391
C -0.7005 -4.5327 -0.5844
C -1.8981 -5.2394 -0.5731
C -1.8674 -6.6242 -0.6116
C -0.6507 -7.2901 -0.6512
C 0.5422 -6.5775 -0.6606
C 0.5225 -5.1944 -0.6310
H -2.8379 -4.7051 -0.5431
H -2.7934 -7.1821 -0.6120
H -0.6309 -8.3712 -0.6791
H 1.4874 -7.1012 -0.7028
H 1.4402 -4.6225 -0.6630
```

## Properties
E, eV: -163714.6090
Multiplicity: 6
F_max, eV/Å: 2.2
Total charge: +1

Atomic partial charges in e from the Mulliken method, atoms 1 to 5: atom 1 (Mn): 1.436, atom 2 (S): -0.191, atom 3 (C): -0.438, atom 4 (C): -1.096, atom 5 (C): 0.239

***

Computed, not measured: 13 unconnected molecules or ions with the total composition C62H97N9O26P4, with ωB97M-V/def2-TZVPD.

Geometry as XYZ:
```
198
C62H97N9O26P4 | the Open Molecules 2025 dataset | ωB97M-V/def2-TZVPD
C 10.1115 23.5819 16.5968
C 9.5551 23.1838 15.3330
N 9.0649 22.8340 14.3393
H 9.5360 23.0334 17.3315
H 9.9829 24.6671 16.8444
H 11.1708 23.2940 16.6557
C 10.9318 19.8239 17.3701
C 10.1535 20.2813 18.4974
N 9.6136 20.6484 19.4358
H 10.9660 20.3905 16.4577
H 10.4426 18.8406 17.1807
H 11.9502 19.5655 17.6264
C 17.6210 24.1156 16.5665
C 18.3043 23.7022 17.8156
N 19.0637 23.2963 18.5845
H 16.6108 24.4159 16.7003
H 17.8377 23.4595 15.7367
H 18.1029 25.0423 16.2011
C 18.9638 20.5913 21.8374
C 17.9009 19.9290 21.0672
N 17.0885 19.3234 20.5085
H 18.8101 21.6886 21.9240
H 19.9133 20.4174 21.3618
H 18.9809 20.1451 22.8600
C 9.5803 27.2794 21.5791
C 10.8925 26.8788 21.9734
C 11.8321 26.6487 20.9953
C 11.4820 26.7387 19.6555
C 10.2275 27.0248 19.2701
C 9.2549 27.3352 20.2241
N 12.5814 26.4972 18.6422
O 13.6622 26.0780 19.0163
O 12.2487 26.6453 17.4718
H 8.8073 27.4387 22.3345
H 11.1612 26.8013 23.0154
H 12.8573 26.3639 21.1478
H 9.9175 26.9868 18.2399
H 8.2825 27.4825 19.8830
C 10.7486 20.9677 11.5470
C 11.2401 20.1908 10.5078
C 12.4285 20.5162 9.8553
C 13.1798 21.5370 10.3526
C 12.7478 22.3665 11.3994
C 11.4977 22.0836 11.9273
N 14.5282 21.8162 9.7994
O 14.7481 21.2421 8.7258
O 15.3506 22.4721 10.4102
H 9.7576 20.7663 11.9904
H 10.6118 19.4306 10.1041
H 12.8225 20.0683 8.9679
H 13.2947 23.1886 11.8181
H 11.0990 22.7123 12.7180
C 16.0668 18.5515 12.1624
C 16.3759 18.3731 13.5252
C 17.1070 19.3151 14.2100
C 17.4665 20.5130 13.5383
C 17.0703 20.7613 12.2162
C 16.4107 19.7400 11.5306
N 18.2335 21.5545 14.2942
O 18.5993 21.2267 15.3881
O 18.5445 22.5446 13.6639
H 15.5948 17.7065 11.6383
H 16.0591 17.4059 13.9605
H 17.3021 19.1717 15.2679
H 17.3319 21.6147 11.6397
H 16.2188 19.9278 10.4679
C 21.2708 18.6512 18.4007
C 20.0740 19.2476 18.0770
C 19.0301 18.5018 17.6912
C 19.2280 17.1318 17.5124
C 20.4057 16.5232 17.8004
C 21.4607 17.2645 18.2272
N 18.1545 16.2922 16.9110
O 17.2262 16.9147 16.3559
O 18.2557 15.1078 17.0171
H 22.0560 19.2658 18.7788
H 19.9998 20.3204 18.0745
H 18.0707 18.9331 17.4381
H 20.5147 15.4078 17.7809
H 22.3580 16.7702 18.4185
C 14.8036 22.2042 20.5126
C 15.0676 22.3244 21.8625
C 14.1053 21.8318 22.7107
C 12.9295 21.2744 22.2590
C 12.6487 21.2078 20.8897
C 13.6044 21.6700 20.0146
N 12.0261 20.6609 23.2149
O 12.4209 20.4542 24.3269
O 10.8760 20.3819 22.8473
H 15.4284 22.6861 19.7837
H 16.0102 22.7475 22.1849
H 14.1151 21.9333 23.8278
H 11.7191 20.8487 20.5485
H 13.3912 21.7415 18.9652
C 18.1162 15.2332 13.5389
C 16.8926 14.5418 13.9962
O 15.7449 15.1308 13.3971
P 14.2484 14.5440 13.4273
O 13.9635 13.1966 12.9835
O 13.6527 14.7625 14.9096
C 13.2560 16.0682 15.5054
C 13.3971 15.9918 17.0246
O 13.6847 15.7232 12.4966
C 12.5021 15.6027 11.6895
C 12.9049 14.9912 10.3872
H 18.9756 14.6696 13.8899
H 18.1569 15.3935 12.4695
H 18.1632 16.2393 14.0377
H 16.9874 13.4889 13.6903
H 16.7145 14.5598 15.0529
H 13.8420 16.8347 15.0398
H 12.2238 16.2615 15.2025
H 12.5103 15.7735 17.5438
H 14.1156 15.1383 17.1802
H 13.9701 16.9029 17.3412
H 11.8274 14.9678 12.2355
H 12.0539 16.6110 11.7082
H 13.3624 14.0301 10.5855
H 12.0479 14.7865 9.7753
H 13.5807 15.6791 9.8505
C 15.2084 30.2798 12.8397
C 15.5286 29.4282 14.0049
O 16.8649 28.8441 13.8195
P 17.1741 27.3534 14.2155
O 15.9795 26.5636 14.4696
O 18.2045 27.3228 15.4197
C 19.4337 28.0714 15.3372
C 19.4562 29.2361 16.3500
O 17.9656 26.8589 12.9046
C 18.0584 25.4292 12.7097
C 17.7665 25.2313 11.2724
H 14.3743 30.9222 13.1558
H 16.0857 30.8131 12.5677
H 14.8910 29.6791 11.9917
H 15.6525 29.9720 14.9779
H 14.8495 28.5798 14.1210
H 20.1759 27.3214 15.6389
H 19.5060 28.4895 14.3093
H 18.8479 30.0147 15.8775
H 18.9816 29.0655 17.3077
H 20.4647 29.5773 16.6241
H 19.1345 25.2272 12.8661
H 17.4857 24.9501 13.4795
H 18.6039 25.7006 10.7102
H 17.8073 24.1715 10.9563
H 16.8289 25.7052 10.9428
C 13.6036 15.0404 23.9029
C 13.7053 13.9929 22.8280
O 12.6222 14.0845 21.8337
P 12.8358 14.9040 20.4811
O 14.2442 15.1002 20.0353
O 11.8820 14.1273 19.4945
C 12.2116 12.9679 18.5998
C 11.1087 11.9916 18.8371
O 12.0405 16.2490 20.6629
C 12.4548 17.5230 20.1033
C 13.8020 18.0475 20.5700
H 12.5834 15.1130 24.2859
H 14.3042 14.7296 24.6674
H 13.9132 15.9950 23.4949
H 14.6313 13.9011 22.2596
H 13.4459 13.0226 23.1614
H 12.2813 13.3525 17.5710
H 13.1576 12.4446 18.8179
H 11.3055 11.2735 19.6458
H 10.2530 12.5385 19.1802
H 10.9185 11.4773 17.8999
H 12.5020 17.4758 18.9929
H 11.6442 18.1209 20.4345
H 14.6353 17.3439 20.3593
H 13.9682 19.0749 20.2642
H 13.8147 18.2267 21.6676
C 14.9571 19.2244 17.0021
C 15.5535 20.6213 17.0038
O 15.2292 21.5098 15.8181
P 13.8128 22.1654 15.6068
O 13.2678 22.8275 16.7798
O 13.9812 22.9991 14.3402
C 14.3368 24.4173 14.4052
C 13.1018 25.2690 14.3604
O 12.9354 20.9508 15.0752
C 13.3005 20.0932 14.0204
C 12.2010 19.0783 13.9246
H 15.3343 18.8180 17.9418
H 13.9006 19.3093 17.0439
H 15.1570 18.5879 16.1723
H 15.1417 21.1147 17.8806
H 16.5998 20.5666 17.0759
H 15.0187 24.6192 15.2105
H 14.9577 24.5286 13.5410
H 13.2140 26.3788 14.5693
H 12.5933 25.0334 13.3877
H 12.5147 24.8376 15.1958
H 13.3446 20.6581 13.0677
H 14.3096 19.6505 14.1935
H 12.3039 18.3726 13.0361
H 12.2212 18.5354 14.8700
H 11.2550 19.6245 13.8713
```

## Properties
E, eV: -169663.7845
F_max, eV/Å: 3.6

Atomic partial charges in e from the Mulliken method, atoms 1 to 5: atom 1 (C): 0.372, atom 2 (C): 0.487, atom 3 (N): -0.593, atom 4 (H): 0.394, atom 5 (H): 0.168